1.
Computed, not measured: a structure of composition C7H17NO, with ωB97M-V/def2-TZVPD.

The geometry in XYZ format:
```
26
Properties=species:S:1:pos:R:3:nbo_charge:R:1
C -0.338 0.584 0.131 0.423
C 0.666 -0.429 0.063 -0.181
C -0.700 -1.654 -0.435 -0.397
C -1.276 0.635 1.311 -0.676
C -0.823 1.285 -1.105 -0.724
C 1.726 -0.464 -1.003 -0.628
C -0.704 -2.750 0.608 -0.625
N 1.305 2.843 0.258 -0.555
O 1.145 1.580 0.881 -0.584
H 0.989 -0.806 1.028 0.226
H 2.260 2.900 -0.101 0.327
H 1.252 3.554 0.988 0.328
H -0.317 -1.986 -1.399 0.198
H -1.702 -1.268 -0.609 0.197
H -2.276 0.295 1.040 0.213
H -1.331 1.674 1.632 0.246
H -0.916 0.033 2.143 0.222
H -0.415 0.923 -2.046 0.221
H -0.523 2.335 -1.025 0.282
H -1.907 1.246 -1.197 0.220
H 2.562 0.152 -0.677 0.233
H 2.063 -1.490 -1.161 0.211
H 1.383 -0.076 -1.959 0.208
H -1.048 -2.375 1.573 0.203
H -1.365 -3.570 0.313 0.208
H 0.293 -3.171 0.747 0.205
```

Output
Energy relative to the best compared isomer or geometry (same formula, charge and spin), eV: 5.019
Kohn-Sham gap, eV: 8.56
Highest occupied orbital energy, eV: -7.622
Max |F|, hartree/bohr: 0.106


2.
Computed, not measured: the ion C2H5N2Si with charge +1, with ωB97M-V/def2-TZVPD.

The geometry in XYZ format:
```
10
Properties=species:S:1:pos:R:3:nbo_charge:R:1
C -0.400 1.310 0.018 -0.088
N -1.415 0.540 -0.077 -0.464
C -1.193 -0.797 0.004 0.447
N 0.068 -1.063 0.081 -0.822
Si 1.210 0.292 -0.069 1.172
H -0.529 2.375 0.189 0.238
H -2.025 -1.477 0.058 0.255
H 0.470 -2.055 -0.023 0.459
H 1.774 0.673 -1.287 -0.100
H 2.039 0.202 1.107 -0.096
```

Output
Energy relative to the best compared isomer or geometry (same formula, charge and spin), eV: 0.450
Total charge: +1
Kohn-Sham gap, eV: 8.56
Highest occupied orbital energy, eV: -14.917
Max |F|, hartree/bohr: 0.104
SMILES: C1=NC=[NH+][SiH2]1


3.
Computed, not measured: a cluster of 2 separate species, C2H9N5O in total, with ωB97M-V/def2-TZVPD.

The geometry in XYZ format:
```
17
Properties=species:S:1:pos:R:3:nbo_charge:R:1
C -1.290 -0.173 0.302 0.262
C 2.717 -0.232 -0.007 0.762
N -1.348 -1.068 1.312 -0.625
N 2.840 -0.517 -1.213 -0.764
N -0.261 0.210 -0.254 -0.139
N -2.646 0.376 -0.167 -0.750
N 2.569 0.213 1.070 -0.489
O -0.449 1.295 -1.083 -0.497
H -0.720 -1.256 2.044 0.435
H -2.253 -1.518 1.347 0.412
H 3.235 0.234 -1.873 0.497
H 2.759 -1.505 -1.501 0.487
H -3.189 0.316 0.683 0.447
H -2.404 1.441 -0.435 0.496
H 3.175 0.525 1.856 0.500
H 0.393 1.826 -1.115 0.518
H -3.128 -0.166 -0.967 0.447
```

Output
Total charge: +2
Kohn-Sham gap (spin up / spin down), eV: 5.42 / 8.67
Highest occupied orbital energy (spin up / spin down), eV: -12.875 / -18.693
Max |F|, hartree/bohr: 0.261
Spin multiplicity: 3
<S²>: 2.006


The evaluated energy for the records listed, in turn: -11068.1189; -13004.4562; -11693.5285 eV.